Molecular formula: C25H31N5O6Ti
Method: DFT, ωB97M-V/def2-TZVPD

```
68
Properties=species:S:1:pos:R:3
Ti -0.414 0.589 0.004
O -0.991 2.077 -2.603
C 0.072 1.488 -1.967
O 0.543 2.038 -0.925
C 0.918 0.681 -2.939
O 1.643 -0.366 -2.353
C 2.700 0.046 -1.505
C 2.174 0.323 -0.079
O 2.755 1.071 0.689
O 1.115 -0.332 0.209
H -1.441 2.655 -1.966
H 0.253 0.228 -3.680
H 1.610 1.383 -3.441
H 3.397 -0.797 -1.470
H 3.221 0.931 -1.894
C -2.409 4.194 1.213
C -1.604 2.922 1.290
O -1.632 2.062 0.387
N -0.877 2.740 2.417
C -0.032 1.556 2.585
C -0.893 0.315 2.702
C -1.380 -0.107 3.920
C -2.223 -1.217 3.987
C -2.529 -1.867 2.784
C -1.992 -1.410 1.605
N -1.194 -0.318 1.531
H -2.888 4.269 0.240
H -1.774 5.065 1.369
H -3.177 4.183 1.985
H -0.727 3.528 3.026
H 0.561 1.702 3.491
H 0.653 1.450 1.722
H -1.123 0.430 4.823
H -2.614 -1.564 4.931
H -3.188 -2.723 2.777
H -2.188 -1.908 0.663
C 1.172 -2.907 2.311
C 2.037 -4.115 2.752
N 2.053 -5.123 1.698
C 2.671 -4.558 0.504
C 1.932 -3.260 0.097
N 0.745 -3.091 0.928
C -0.088 -4.286 0.833
C 0.679 -5.505 1.398
H 1.731 -1.969 2.368
H 0.279 -2.810 2.932
H 1.639 -4.584 3.655
H 3.070 -3.821 2.947
H 2.623 -5.307 -0.291
H 3.721 -4.364 0.732
H 1.618 -3.288 -0.949
H 2.560 -2.378 0.240
H -0.348 -4.430 -0.219
H -1.007 -4.100 1.392
H 0.700 -6.330 0.684
H 0.231 -5.863 2.327
N -5.158 -2.971 -4.420
C -4.388 -2.440 -3.753
C -3.457 -1.764 -2.940
C -2.164 -2.262 -2.754
C -1.269 -1.577 -1.953
C -1.618 -0.379 -1.313
C -2.923 0.099 -1.522
C -3.833 -0.574 -2.311
H -1.880 -3.188 -3.239
H -0.264 -1.966 -1.818
H -3.245 1.028 -1.056
H -4.838 -0.197 -2.444
```

Results
Energy = -69278.3586 eV
Total charge = 0
Strongest force on any atom = 5.56 eV/Å
Frontier orbital gap = 5.11 eV